{
  "formula": "C42H104N8O2",
  "method": "the ωB97M-V functional and the def2-TZVPD basis",
  "elements": ["C", "C", "N", "C", "C", "C", "C", "H", "H", "H", "H", "H", "H", "H", "H", "H", "H", "H", "H", "H", "H", "H", "C", "C", "N", "C", "C", "C", "C", "H", "H", "H", "H", "H", "H", "H", "H", "H", "H", "H", "H", "H", "H", "H", "C", "C", "N", "C", "C", "C", "C", "H", "H", "H", "H", "H", "H", "H", "H", "H", "H", "H", "H", "H", "H", "H", "C", "C", "N", "C", "C", "C", "C", "H", "H", "H", "H", "H", "H", "H", "H", "H", "H", "H", "H", "H", "H", "H", "C", "C", "N", "C", "C", "C", "C", "H", "H", "H", "H", "H", "H", "H", "H", "H", "H", "H", "H", "H", "H", "H", "C", "C", "N", "C", "C", "C", "C", "H", "H", "H", "H", "H", "H", "H", "H", "H", "H", "H", "H", "H", "H", "H", "C", "N", "C", "C", "O", "H", "H", "H", "H", "H", "H", "H", "C", "N", "C", "C", "O", "H", "H", "H", "H", "H", "H", "H"],
  "coordinates": [[-0.252, 2.146, 3.973], [0.497, 1.352, 5.048], [1.918, 1.681, 5.092], [2.199, 3.049, 5.513], [3.599, 3.509, 5.174], [2.730, 0.690, 5.771], [3.835, 0.117, 4.865], [-1.248, 1.720, 3.857], [0.300, 2.059, 3.039], [-0.366, 3.193, 4.248], [0.042, 1.478, 6.044], [0.405, 0.291, 4.803], [1.455, 3.747, 5.137], [2.104, 3.055, 6.616], [4.349, 2.833, 5.591], [3.793, 3.536, 4.098], [3.820, 4.504, 5.562], [2.128, -0.135, 6.153], [3.244, 1.130, 6.636], [4.336, 0.857, 4.244], [3.397, -0.627, 4.192], [4.601, -0.426, 5.426], [-2.666, -1.963, -4.791], [-3.475, -2.970, -3.971], [-2.684, -3.996, -3.328], [-3.562, -4.904, -2.590], [-2.831, -5.850, -1.663], [-1.749, -4.716, -4.211], [-2.370, -5.381, -5.426], [-3.040, -0.941, -4.769], [-2.672, -2.235, -5.848], [-1.638, -1.949, -4.431], [-4.079, -2.472, -3.209], [-4.218, -3.414, -4.657], [-4.215, -4.280, -1.972], [-4.243, -5.412, -3.292], [-2.141, -5.332, -0.996], [-3.557, -6.379, -1.043], [-2.247, -6.611, -2.185], [-1.126, -5.361, -3.591], [-1.009, -3.970, -4.528], [-3.147, -4.767, -5.874], [-2.820, -6.335, -5.135], [-1.594, -5.630, -6.150], [4.447, -0.754, -2.817], [3.302, -0.882, -1.836], [2.481, -2.090, -1.994], [3.142, -3.314, -1.546], [2.141, -4.428, -1.221], [1.928, -2.296, -3.335], [1.203, -1.077, -3.876], [4.081, -0.789, -3.845], [5.196, -1.542, -2.728], [4.973, 0.197, -2.716], [3.633, -0.866, -0.797], [2.615, -0.034, -1.920], [3.823, -3.667, -2.334], [3.741, -3.140, -0.650], [2.443, -5.099, -0.419], [1.160, -4.032, -0.945], [1.971, -5.046, -2.107], [1.205, -3.112, -3.311], [2.744, -2.567, -4.019], [1.869, -0.218, -3.975], [0.372, -0.778, -3.232], [0.775, -1.289, -4.856], [-2.509, 6.098, -3.223], [-1.724, 5.018, -2.476], [-1.901, 3.704, -3.109], [-0.743, 2.826, -2.862], [-0.588, 2.186, -1.477], [-3.158, 3.083, -2.778], [-3.604, 2.010, -3.776], [-2.266, 7.055, -2.750], [-3.576, 5.899, -3.267], [-2.166, 6.231, -4.252], [-0.666, 5.261, -2.464], [-2.144, 4.993, -1.457], [0.158, 3.346, -3.188], [-0.798, 2.022, -3.607], [0.277, 1.517, -1.461], [-1.433, 1.563, -1.187], [-0.424, 2.946, -0.710], [-3.196, 2.684, -1.752], [-3.938, 3.850, -2.776], [-4.032, 2.474, -4.662], [-2.772, 1.346, -3.992], [-4.413, 1.444, -3.308], [-0.250, -5.482, 1.398], [-0.500, -4.130, 2.052], [0.005, -4.070, 3.412], [1.431, -4.277, 3.546], [2.370, -3.294, 2.846], [-0.438, -2.824, 4.060], [0.093, -2.654, 5.480], [0.818, -5.696, 1.454], [-0.573, -5.560, 0.359], [-0.741, -6.322, 1.895], [-0.058, -3.316, 1.449], [-1.571, -3.911, 2.041], [1.712, -4.305, 4.604], [1.686, -5.314, 3.303], [2.185, -2.279, 3.209], [3.403, -3.569, 3.046], [2.118, -3.272, 1.781], [-1.528, -2.866, 4.142], [-0.240, -1.965, 3.402], [1.101, -2.236, 5.475], [0.029, -3.601, 6.015], [-0.514, -1.952, 6.055], [1.723, 6.578, -1.127], [1.570, 5.606, 0.029], [2.836, 5.000, 0.441], [3.897, 5.921, 0.821], [3.655, 6.657, 2.145], [2.619, 3.873, 1.348], [3.781, 2.905, 1.321], [2.213, 6.130, -1.991], [2.287, 7.435, -0.760], [0.720, 6.900, -1.413], [1.155, 6.161, 0.888], [0.882, 4.799, -0.222], [4.802, 5.330, 0.972], [4.101, 6.584, -0.015], [4.530, 7.266, 2.385], [2.794, 7.329, 2.100], [3.491, 5.996, 2.995], [1.737, 3.347, 0.973], [2.332, 4.210, 2.355], [4.676, 3.397, 1.705], [3.943, 2.657, 0.269], [3.598, 1.970, 1.852], [-1.321, -1.945, -1.027], [-0.078, -1.422, -0.493], [-0.044, -0.579, 0.555], [1.342, -0.262, 1.057], [-1.068, -0.119, 1.048], [-1.691, -1.184, -1.726], [-2.071, -2.023, -0.241], [-1.177, -2.894, -1.534], [0.821, -1.746, -0.858], [2.033, -1.101, 1.073], [1.230, 0.098, 2.082], [1.748, 0.587, 0.502], [-4.278, -0.073, -0.493], [-5.663, 0.367, -0.521], [-6.504, 0.281, 0.526], [-7.918, 0.740, 0.251], [-6.152, -0.159, 1.610], [-3.890, 0.078, 0.511], [-3.645, 0.392, -1.243], [-4.232, -1.140, -0.732], [-5.968, 0.822, -1.363], [-8.428, 0.837, 1.204], [-8.462, 0.011, -0.352], [-7.900, 1.658, -0.338]],
  "mulliken_charge": [-1.137, -0.124, 0.785, -0.676, -1.146, -1.000, -0.490, 0.452, 0.013, 0.493, 0.388, -0.298, 0.385, 0.359, 0.366, 0.062, 0.416, 0.550, 0.331, 0.216, -0.271, 0.461, -0.633, -0.853, 0.691, -0.715, -1.106, -0.530, -1.558, 0.107, 0.356, -0.071, 0.420, 0.539, 0.435, 0.451, -0.066, 0.493, 0.337, 0.637, 0.116, 0.256, 0.321, 0.450, -1.613, -0.265, 0.936, -0.841, -1.088, -0.907, -1.035, 0.284, 0.332, 0.441, 0.434, -0.201, 0.382, 0.525, 0.383, -0.067, 0.426, 0.494, 0.408, 0.393, -0.167, 0.564, -1.429, 0.045, 0.308, -1.777, 1.489, -0.658, -0.731, 0.421, 0.333, 0.345, 0.046, 0.252, 0.516, 0.417, -0.519, -0.477, -0.059, 0.364, 0.434, 0.494, -0.167, 0.175, -1.184, 0.775, 0.050, -1.409, 1.098, 0.198, -1.560, 0.171, 0.037, 0.345, -0.684, 0.583, 0.453, 0.486, -0.682, 0.613, -0.772, 0.483, -0.151, 0.215, 0.439, 0.473, -1.565, 0.829, 0.236, -0.688, -0.866, 0.556, -1.528, 0.258, 0.492, 0.403, 0.237, -0.501, 0.321, 0.450, 0.428, 0.268, 0.107, -0.423, 0.167, 0.504, 0.416, 0.137, -0.818, 3.023, -0.124, 0.664, -0.661, -0.096, 0.337, -0.111, -1.435, -0.222, -0.544, -0.050, -0.542, -0.024, 0.741, -1.172, -0.634, 0.483, -0.189, 0.142, 0.225, 0.334, 0.275, 0.328],
  "energy_ha": -2251.1309,
  "e_lumo_ev": 0.632,
  "multiplicity": 1,
  "homo_ev": -8.03,
  "homo_lumo_gap_ha": 0.318,
  "de_lowest_kj_mol": 0.0,
  "smiles": "CCN(CC)CC.CCN(CC)CC.CCN(CC)CC.CCN(CC)CC.CCN(CC)CC.CCN(CC)CC.CNC(C)=O.CNC(C)=O"
}